DFT (ωB97M-V/def2-TZVPD) results for C72H123BaN5O20 as an isolated structure.

```
221
Properties=species:S:1:pos:R:3:forces:R:3
Ba -3.7575 14.5928 -2.9099 -0.27 0.31 1.76
O -3.3368 19.0477 3.2930 0.13 -0.05 -0.17
O -2.2221 13.3022 7.0097 0.39 -0.46 0.09
O -12.1450 16.5356 -0.3844 0.11 0.43 -0.23
O -7.5227 16.9304 5.5087 -0.29 -0.23 0.00
O -6.5805 20.2296 -2.7627 -1.94 0.31 -0.94
O -4.9786 13.6681 -5.3465 0.20 0.37 0.14
O -7.2496 9.2091 2.0193 0.04 -0.24 -0.10
O -6.9947 15.4378 6.9345 -0.12 -0.51 0.47
O -9.1569 18.9484 3.6065 -0.27 -0.15 -0.32
O -6.9250 22.6366 2.7021 0.08 0.05 0.13
O -3.3251 14.9967 6.3287 -0.16 0.36 -0.25
O -11.8745 12.4734 0.2234 0.16 -0.29 0.05
O -8.5689 10.3984 -3.5472 0.20 -0.18 -0.01
O -4.0143 17.4803 -1.7966 0.08 -1.00 -0.30
O -7.6128 19.6017 -7.4329 -0.20 0.29 0.01
O -12.2127 16.7346 1.7604 0.39 0.23 0.10
O -10.6458 14.3033 -6.8535 0.11 0.68 0.00
O -1.9083 13.7405 -0.9857 -0.99 -0.24 -0.30
O -2.7978 10.2475 2.3534 0.29 -0.04 0.04
O -6.4984 14.7604 -2.1467 0.41 -0.72 -1.02
N -0.6989 14.4262 -0.8645 0.28 1.61 -2.25
N -3.1339 13.7992 6.3946 -0.29 0.40 0.69
N -7.6700 15.8312 6.0141 0.48 0.35 -0.09
N -6.9891 15.5942 -1.1473 0.69 1.08 0.44
N -12.0938 17.1857 0.6368 -0.19 1.15 0.27
C -10.9143 13.3305 -4.7416 -0.56 1.20 0.25
C 0.4119 13.8294 -1.5791 1.35 -0.76 0.72
C -5.2044 14.7336 0.2287 0.39 0.42 -0.44
C -5.9073 12.6836 4.1690 -0.41 -0.22 1.66
C -9.5324 8.5390 2.1133 -0.39 -0.44 0.02
C -0.2392 14.0201 1.5221 0.15 0.61 0.73
C -11.5999 19.3422 1.7085 0.11 -0.60 0.47
C -8.6764 20.5259 5.3048 -0.22 0.69 -0.14
C -9.9528 19.2304 -7.5902 -0.58 0.58 0.10
C 1.5934 14.8052 -1.6461 0.96 0.28 -0.12
C -13.3240 14.2485 0.8851 0.27 -0.96 0.18
C -6.4813 22.1657 1.6797 -1.31 -0.24 0.43
C -11.8702 18.6494 0.5512 -0.30 0.54 -0.50
C -3.7857 11.5757 5.5924 -0.26 -0.34 0.77
C -5.6262 11.3313 4.0820 -0.36 -0.84 0.06
C -11.5030 20.6293 -0.7381 -0.42 0.75 0.50
C -10.1177 13.0278 5.5445 0.95 -0.07 -0.66
C -8.2953 17.4083 -0.3243 -1.28 -0.17 0.50
C -6.7163 15.0538 0.1711 0.90 -0.72 0.26
C -4.5893 17.0676 3.6735 -0.12 -0.77 -0.49
C -11.2323 20.6807 1.6522 -0.31 -0.10 -0.09
C -8.2633 21.0890 -1.3370 0.58 -0.42 -0.59
C -8.2340 16.3153 -1.4324 1.30 0.88 1.55
C -6.9233 16.0817 1.2723 -0.87 0.35 0.49
C -10.1685 14.4658 3.6043 0.58 0.04 0.58
C -4.0813 12.9265 5.7208 -0.51 -0.34 -1.14
C -8.0117 17.0864 -2.7313 -0.26 -0.91 -1.29
C -12.8838 13.6641 -1.5786 0.06 0.23 0.19
C -10.6137 13.3377 4.2900 -0.22 0.01 -0.59
C -0.4359 15.0713 0.4154 -1.24 0.07 -0.72
C -9.4727 11.7920 -1.8812 -0.44 -0.70 -0.28
C -12.6432 13.3367 -0.1273 -0.56 0.79 0.28
C -4.4109 18.3239 0.4265 0.02 -0.89 -0.78
C -3.4683 11.1728 1.9600 -0.43 -0.34 -0.12
C 0.7465 16.0472 0.3174 0.28 -0.33 0.41
C -8.3174 19.4606 4.3094 0.68 0.08 0.67
C -6.5496 11.9080 -5.5078 0.15 0.15 -0.96
C -8.7506 11.0072 2.3490 -0.38 -0.28 -0.13
C -6.8564 19.1043 4.2192 -0.04 1.17 -0.20
C -10.6373 15.8974 -5.0782 -0.68 0.38 0.17
C -6.7199 20.6814 1.3537 0.87 1.05 -0.14
C -8.6698 14.9595 5.4269 -1.14 -0.54 -0.34
C -10.7212 14.5274 -5.6614 -0.22 -1.51 -0.74
C -8.3696 11.0029 -2.5156 0.37 0.13 -0.29
C -7.4696 13.7578 0.5482 0.14 0.24 -0.05
C -5.7127 22.9788 0.6891 0.44 -0.49 -0.26
C -8.7129 20.2031 -3.7434 -0.64 -0.43 -0.15
C -11.2281 21.3369 0.4303 0.55 -0.40 0.43
C -8.4070 9.5356 2.1340 -0.38 0.66 0.17
C -4.2823 19.8178 -1.6500 0.92 -0.11 0.96
C -8.2156 16.8361 1.0921 0.06 0.37 -0.49
C 0.1158 13.4368 -3.0291 -1.83 0.31 0.32
C -2.1244 17.2263 4.2389 0.63 0.00 0.11
C -3.3113 12.5635 2.4966 1.43 0.31 0.43
C -3.3352 17.8881 3.6478 -0.33 0.06 0.65
C 0.9759 12.5459 -0.9164 -0.22 -1.58 -0.44
C -5.1766 13.4717 5.0604 0.12 0.35 -1.01
C -7.1863 14.3829 -5.9304 0.38 -0.55 0.24
C -9.1632 13.8523 6.1137 0.61 -0.15 0.49
C -4.5715 10.7570 4.7926 -0.44 0.79 0.54
C -9.5132 15.4583 -1.4503 0.86 0.30 -0.71
C -8.5455 18.8522 -7.2620 0.61 -0.36 0.44
C -9.1681 15.2640 4.1653 -0.67 0.09 -0.17
C -4.5602 10.9466 0.9574 -0.85 0.46 -0.85
C -11.9022 19.3091 -0.6702 0.85 -0.51 -0.89
C -4.2320 18.4324 -1.0754 0.21 0.71 -0.03
C -6.1282 13.3549 -5.6237 -0.03 -0.53 0.75
C -8.3199 17.4428 -6.7963 0.58 -0.65 -0.09
C -1.6593 15.9676 0.7426 0.16 -0.29 0.78
C -7.0119 11.0587 -1.8535 -0.15 -0.59 0.36
C 1.9790 15.4215 -0.3036 0.12 -0.04 -0.02
C -7.7623 20.4716 -2.6174 -0.01 0.22 -0.40
H 2.4513 14.2360 -2.0204 -0.01 -0.10 0.02
H -11.3051 12.6566 3.8101 -0.10 0.07 -0.03
H -6.9145 13.3135 1.3782 -0.21 -0.10 0.07
H -9.8727 15.0809 -0.4956 0.15 0.27 0.20
H -7.5815 11.7857 -5.8222 -0.04 -0.23 0.26
H -8.8643 17.7074 -3.0247 -0.05 -0.16 0.33
H -10.3616 11.5930 -2.4781 -0.08 0.10 0.07
H -5.2855 20.0549 -2.0149 0.93 -0.28 0.59
H 0.9396 16.4066 1.3337 0.13 -0.08 0.04
H -5.4417 18.5638 0.6775 0.17 0.59 0.05
H -6.2509 10.6844 3.4758 0.12 0.06 -0.08
H -2.1824 17.2047 5.3302 -0.26 0.23 0.01
H -5.9168 11.3177 -6.1769 0.00 0.07 -0.08
H -10.7616 16.6675 -5.8383 0.26 -0.22 -0.12
H -9.6687 11.3974 -0.8831 0.09 0.50 0.21
H -4.9074 13.8448 -0.3314 -0.19 -0.25 0.29
H -5.5982 24.0236 0.9573 -0.12 -0.04 0.18
H -6.3067 20.0329 4.0253 -0.12 0.01 -0.19
H -3.0487 11.1367 6.2511 0.34 0.13 -0.31
H -10.9249 21.1983 2.5493 -0.13 -0.03 0.08
H -9.3735 7.8232 2.9227 0.00 0.02 0.01
H -8.2155 19.6431 -4.5327 0.12 0.15 0.00
H -4.6321 15.5667 -0.1934 -0.26 0.03 -0.19
H -11.6564 18.7561 2.6153 0.32 0.38 0.22
H -9.6353 20.9606 5.0216 -0.12 -0.18 0.21
H -1.9302 16.7441 0.0251 0.47 -0.21 -0.42
H -6.0403 20.1683 2.0348 0.01 -0.27 -0.37
H -12.0522 18.7760 -1.6011 -0.21 -0.18 0.16
H -9.5588 19.6004 -3.3947 0.03 0.14 0.12
H -6.9603 14.9534 -6.8279 0.07 -0.03 -0.01
H -4.4147 9.6897 4.8252 0.08 -0.01 -0.35
H -6.4143 18.7791 5.1613 -0.35 -0.28 -0.17
H -8.8383 16.7721 -7.4865 -0.28 -0.17 0.38
H 1.6157 12.6007 -0.0373 -0.26 0.56 0.13
H -13.4543 13.6979 1.8168 -0.04 -0.09 0.01
H -3.5817 19.9382 -2.4737 0.03 -0.15 -0.06
H -9.0824 16.1791 1.2281 0.02 -0.06 0.10
H -9.7920 11.2671 2.1592 -0.05 -0.22 -0.32
H -6.9901 15.6102 2.2602 0.39 -0.34 -0.09
H -4.0399 20.5270 -0.8566 0.09 0.15 -0.04
H -8.8772 16.1395 3.6029 0.33 0.11 0.26
H -9.1564 21.1099 -4.1595 0.22 0.18 0.11
H -4.8201 16.7934 4.7062 0.01 0.05 0.04
H 2.4541 14.6639 0.3256 -0.32 -0.08 0.17
H -9.2797 17.9003 -0.3344 -0.02 0.09 -0.52
H -8.5019 13.9412 0.8520 -0.02 0.00 0.11
H 1.5732 11.9670 -1.6322 0.16 0.32 -0.15
H -5.4881 11.4370 1.2744 0.09 -0.03 0.21
H -4.1427 12.9032 3.1156 0.23 -0.02 -1.00
H -6.6960 18.4228 3.3891 -0.36 0.16 0.41
H -12.5662 12.8426 -2.2117 0.02 0.03 -0.09
H -2.5667 15.3847 0.9088 0.13 -0.11 0.14
H -7.3563 21.2808 -0.7689 -0.70 0.55 -0.27
H -8.7163 20.1495 6.3269 -0.04 -0.20 -0.04
H -8.2996 17.6276 1.8437 -0.13 -0.02 -0.12
H 0.1717 11.8315 -0.7096 -0.20 0.32 0.30
H -3.0244 13.2667 1.7119 -0.44 0.00 -0.19
H -11.3947 21.1774 -1.6646 -0.26 -0.33 -0.24
H -5.3866 14.5311 5.0207 0.23 0.04 0.58
H -9.2601 12.8593 -1.9079 0.13 -0.26 0.45
H -11.4675 16.0481 -4.3826 0.18 -0.17 0.30
H 0.8177 13.8179 1.6987 0.01 -0.03 -0.03
H -8.8473 21.9760 -1.5765 -0.06 0.06 0.26
H -3.6675 18.9538 0.9100 -0.31 0.14 0.22
H -12.6459 15.0754 1.1039 -0.51 -0.72 -0.12
H -10.7027 19.1226 -6.8017 0.40 -0.36 0.37
H -8.8536 20.3594 -0.7821 -0.19 0.10 -0.07
H -10.2267 13.4313 -3.9022 0.16 -0.50 -0.08
H -9.9709 20.2921 -7.8339 -0.04 -0.16 -0.53
H -7.2719 17.1453 -6.8164 0.15 0.52 -0.25
H -9.6932 16.0188 -4.5446 -0.17 -0.01 0.09
H 0.5012 16.9468 -0.2526 -0.36 -0.18 -0.18
H -12.2982 14.5714 -1.7672 0.14 -0.20 -0.17
H -10.5205 8.9843 2.2180 0.11 0.16 0.15
H -2.0064 16.1738 3.9785 -0.15 0.07 -0.30
H -4.4312 16.1277 3.1328 0.19 -0.07 0.12
H -7.9552 21.3450 5.2913 0.17 -0.15 -0.03
H -0.2763 14.3338 -3.5243 0.57 0.10 -0.40
H -10.5237 14.7462 2.6231 -0.22 -0.21 -0.03
H -0.7274 12.7408 -3.1049 0.16 -0.24 0.38
H -8.1389 13.8689 -6.0237 -0.11 0.35 -0.09
H -0.6454 14.4242 2.4561 0.08 -0.16 0.11
H -7.7388 20.3373 1.5170 -0.08 0.22 0.20
H 2.7565 16.1841 -0.4042 -0.04 0.01 -0.29
H -6.7824 13.1149 3.6995 0.10 -0.02 -0.28
H -10.2657 16.0978 -1.9101 -0.39 -0.52 -0.19
H -10.2221 12.0298 5.9492 -0.66 0.20 0.34
H -5.4548 17.5362 3.2130 0.79 -0.10 0.15
H -2.4527 12.5517 3.1741 0.05 -0.13 -0.08
H -1.3719 16.4859 1.6644 -0.36 0.03 0.06
H -1.2328 17.7903 3.9682 0.01 -0.06 -0.04
H -8.7700 13.5390 7.0724 0.26 0.37 -0.01
H -10.8920 22.3656 0.4188 -0.11 0.05 -0.24
H 0.9545 12.9536 -3.5197 0.20 0.44 -0.11
H -4.8067 9.9104 0.7367 0.34 -0.13 0.34
H -4.3574 11.4375 -0.0030 0.41 0.05 0.15
H -11.9113 13.4099 -4.2979 -0.02 0.14 0.05
H -4.3100 17.2874 0.7462 0.46 0.13 -0.08
H -8.1136 11.5792 1.6798 0.09 0.22 0.25
H -6.7558 12.1055 -1.6830 0.33 0.00 -0.28
H 1.4847 15.5956 -2.3971 -0.57 0.05 0.11
H -6.2602 10.4743 -2.3835 -0.02 0.33 -0.36
H -7.5670 18.2021 -0.5027 0.32 -0.21 0.00
H -7.1612 15.0382 -5.0555 -0.21 0.14 -0.07
H -4.8098 14.6707 1.2461 -0.35 -0.40 0.10
H -8.6060 17.2522 -5.7593 -0.41 0.26 -0.28
H -6.3716 11.4832 -4.5261 -0.15 0.26 0.24
H -10.9185 12.4046 -5.3053 0.58 -0.07 0.08
H -13.9143 13.9642 -1.7676 -0.08 -0.24 0.02
H -7.4824 13.0439 -0.2723 0.04 0.17 0.04
H -14.2897 14.6308 0.5629 0.05 0.11 -0.18
H -6.4543 20.5497 0.3043 0.40 -0.69 0.57
H -7.8634 16.3624 -3.5431 -0.16 -0.04 0.08
H -9.2263 14.5778 -2.0323 -0.47 0.35 -0.35
H -7.0424 10.5779 -0.8688 -0.28 0.18 0.11
H -4.7304 22.4985 0.6212 0.08 0.19 -0.19
H -0.7353 13.0747 1.3232 -0.14 0.09 -0.27
H -7.1071 17.6906 -2.8062 0.03 0.00 0.72
H -9.5655 7.9506 1.1947 0.34 0.10 -0.07
H -10.3063 18.5653 -8.3806 0.01 0.32 -0.28
H -8.6084 11.2918 3.3952 0.43 -0.06 -0.04
H -6.1789 22.8773 -0.2942 0.12 0.13 0.01
H -6.1185 16.8135 1.3388 -0.03 -0.34 -0.27
```
Forces are in eV/Å.

Values from the calculation:
* max |F|: 2.77 eV/A
* calculated total energy: -125741.25210 eV